Record 1
The following is a quantum chemistry calculation of a single H2S4 molecule at a distorted geometry, from the Open Molecules 2025 dataset.

Properties
HOMO level	-9.16	eV
gap between HOMO and LUMO	0.327	Ha
LUMO energy	-0.3	eV
structure (SMILES)	SSSS

Structure (ORCA input):
```
! wB97M-V def2-TZVPD RIJCOSX def2/J DEFGRID3
* xyz 0 1
S -1.14 -1.69 -0.43
S 1.07 2.13 0.10
S 0.65 -1.38 0.48
S 1.62 0.27 -0.56
H -1.92 -1.50 0.66
H -0.27 2.18 -0.25
*
```


Record 2
The following is a quantum chemistry calculation of 15 unconnected molecules or ions with the total composition H30O15 at a distorted geometry, from the Open Molecules 2025 dataset.

Properties
HOMO level	-9.28	eV
gap between HOMO and LUMO	0.326	Ha
LUMO energy	-0.4	eV

Structure (ORCA input):
```
! wB97M-V def2-TZVPD RIJCOSX def2/J DEFGRID3
* xyz 0 1
O -1.21 1.14 -1.69
O 1.60 -0.33 1.87
O -3.23 -2.51 -0.53
O -0.73 0.40 0.35
O 0.69 -0.94 -2.01
O -3.39 1.04 0.64
O 2.66 3.73 -1.70
O -0.32 -3.63 -0.33
O 3.82 -2.25 2.63
O -0.42 2.17 0.39
O 0.86 4.53 -0.10
O -3.97 -0.05 -1.53
O 2.10 -3.20 -3.20
O -2.78 -0.18 3.68
O 4.89 -0.17 0.65
H -4.23 1.51 0.58
H 1.82 4.49 -0.41
H 0.71 3.60 -0.15
H 4.30 -0.99 0.75
H 1.08 -1.11 2.05
H 3.47 4.14 -1.60
H -1.05 2.03 1.04
H -4.33 0.60 -0.89
H -2.54 0.39 2.95
H -0.03 -0.36 -1.84
H 1.69 -2.44 -2.71
H 1.44 -3.71 -3.55
H -2.72 1.65 0.37
H -3.32 0.37 4.27
H -0.66 -4.56 -0.28
H -0.51 1.58 -1.35
H -1.04 -3.02 -0.23
H 4.48 0.46 0.09
H 0.39 1.81 0.77
H 4.51 -2.83 2.35
H 0.84 -0.95 -3.01
H 0.11 -0.09 0.36
H 2.80 2.89 -1.19
H -3.14 -1.53 -0.35
H -3.12 0.35 -1.76
H 2.01 0.08 2.73
H -1.93 1.71 -1.94
H -3.19 -2.99 0.29
H 2.92 -2.70 2.65
H -1.33 -0.11 0.85
*
```


Record 3
The following is a quantum chemistry calculation of 15 unconnected molecules or ions with the total composition H30O15 at a distorted geometry, from the Open Molecules 2025 dataset.

Properties
HOMO level	-10.27	eV
gap between HOMO and LUMO	0.343	Ha
LUMO energy	-0.9	eV

Structure (ORCA input):
```
! wB97M-V def2-TZVPD RIJCOSX def2/J DEFGRID3
* xyz 0 1
O -2.26 -0.82 1.52
O 3.96 0.47 1.68
O -1.98 1.94 0.90
O -3.01 0.03 -3.05
O -2.27 -1.80 -1.06
O 0.07 2.62 -0.95
O 2.34 0.73 -2.18
O 0.33 2.30 2.37
O 2.31 2.63 0.62
O 0.21 0.15 -0.27
O 2.08 -1.58 0.86
O -0.32 -2.63 1.71
O 1.55 0.24 3.80
O -0.84 -2.94 -2.93
O -0.23 -0.13 -3.33
H -2.25 2.41 1.73
H -2.98 -1.18 -0.85
H -1.24 -3.21 -3.75
H -3.13 -1.17 1.54
H -3.29 0.32 -3.86
H 0.96 0.63 4.48
H 1.63 0.73 -1.57
H -1.52 -2.61 -2.32
H -0.55 3.32 -0.64
H 0.55 0.18 -2.98
H 0.70 -0.34 0.37
H -0.45 -0.44 -0.60
H -0.13 -1.04 -3.11
H -1.98 -0.61 2.42
H 3.27 -0.20 1.82
H 2.89 1.87 0.68
H 1.54 2.41 0.03
H -0.34 1.82 -0.58
H 1.25 0.82 3.07
H 0.92 2.62 1.73
H 2.28 1.62 -2.60
H -0.43 2.14 1.84
H 2.70 -2.34 0.66
H -0.99 -2.01 1.89
H 1.24 -2.04 0.70
H 4.66 -0.10 1.47
H -2.05 0.01 -3.09
H -0.77 -3.35 1.22
H -1.96 0.97 1.00
H -2.49 -2.46 -0.42
*
```


Record 4
The following is a quantum chemistry calculation of 15 unconnected molecules or ions with the total composition H30O15 at a distorted geometry, from the Open Molecules 2025 dataset.

Properties
HOMO level	-10.44	eV
gap between HOMO and LUMO	0.363	Ha
LUMO energy	-0.6	eV

Structure (ORCA input):
```
! wB97M-V def2-TZVPD RIJCOSX def2/J DEFGRID3
* xyz 0 1
O 2.78 -2.64 2.96
O -1.34 -3.24 -2.94
O -3.45 1.38 2.64
O 3.07 -0.03 -2.13
O -2.56 -2.26 1.85
O 4.12 0.70 1.94
O -0.79 3.05 1.02
O 2.41 -2.07 -2.62
O -1.94 4.20 -2.66
O -1.37 -3.15 -0.16
O -2.41 2.15 -1.48
O -1.04 0.92 3.18
O 4.99 2.72 -0.44
O -3.17 -1.17 -1.37
O 0.40 0.28 0.07
H 3.78 -0.76 -2.13
H 1.31 0.09 0.26
H 2.90 -1.73 -3.40
H -3.42 1.68 1.69
H -1.87 -2.39 1.17
H -0.07 -0.21 0.78
H -2.73 -0.25 -1.25
H 4.16 -0.22 1.77
H 3.88 1.04 1.01
H -1.42 3.82 -1.90
H -1.67 3.14 1.40
H -2.48 1.31 -1.96
H -2.35 1.99 -0.58
H -2.10 -2.20 2.67
H -0.60 -2.57 0.01
H 4.49 2.90 -1.24
H -4.06 -1.02 -1.04
H -0.40 0.73 3.86
H 1.55 -2.03 -2.98
H 5.79 2.21 -0.73
H -1.88 -2.75 -0.80
H -0.56 -2.67 -3.18
H 2.94 -2.26 3.77
H -0.42 2.34 1.50
H -2.01 -2.55 -2.97
H -0.91 0.24 2.60
H 2.24 -3.45 3.19
H -4.04 0.71 2.48
H -2.76 3.70 -2.61
H 3.01 0.32 -1.25
*
```


Record 5
The following is a quantum chemistry calculation of 15 unconnected molecules or ions with the total composition H30O15 at a distorted geometry, from the Open Molecules 2025 dataset.

Properties
HOMO level	-9.93	eV
gap between HOMO and LUMO	0.356	Ha
LUMO energy	-0.2	eV

Structure (ORCA input):
```
! wB97M-V def2-TZVPD RIJCOSX def2/J DEFGRID3
* xyz 0 1
O -8.11 5.21 -6.28
O -11.26 7.34 -7.15
O -9.10 3.61 -1.46
O -10.89 3.48 -7.17
O -8.10 3.07 -4.56
O -9.17 7.97 -4.76
O -11.92 7.64 -4.33
O -10.20 4.87 -4.00
O -10.36 1.50 -5.55
O -9.03 1.16 -2.11
O -8.13 6.15 -2.73
O -12.73 3.53 -5.40
O -12.44 5.53 -2.67
O -6.52 3.09 -2.43
O -11.57 2.51 -3.13
H -8.86 5.76 -3.22
H -11.74 2.84 -4.04
H -9.85 4.10 -1.76
H -7.33 3.50 -2.15
H -9.36 0.60 -1.38
H -12.64 8.17 -4.65
H -9.04 7.94 -3.84
H -10.07 3.68 -7.66
H -8.81 4.21 -0.75
H -11.70 5.19 -3.19
H -10.71 2.15 -3.22
H -13.29 5.02 -2.88
H -10.11 7.77 -4.82
H -8.36 6.13 -6.35
H -10.46 2.16 -6.25
H -9.50 1.59 -5.13
H -11.47 3.26 -7.91
H -7.38 5.83 -3.15
H -10.42 4.86 -4.90
H -11.81 7.98 -7.58
H -5.92 3.39 -1.76
H -7.80 3.63 -5.25
H -7.37 2.75 -4.12
H -11.61 7.27 -6.24
H -13.43 2.87 -5.54
H -9.18 2.09 -1.79
H -7.67 4.98 -7.10
H -12.20 3.49 -6.18
H -12.19 6.95 -3.73
H -9.58 4.12 -3.94
*
```


Record 6
The following is a quantum chemistry calculation of 15 unconnected molecules or ions with the total composition H30O15 at a distorted geometry, from the Open Molecules 2025 dataset.

Properties
HOMO level (alpha / beta)	-13.43 / -13.43	eV
gap between HOMO and LUMO (alpha / beta)	0.353 / 0.080	Ha
⟨S²⟩	0.756
LUMO energy (alpha / beta)	-3.8 / -11.3	eV

Structure (ORCA input):
```
! wB97M-V def2-TZVPD RIJCOSX def2/J DEFGRID3
* xyz 1 2
O 1.70 0.34 4.22
O -1.49 0.26 -1.76
O 0.42 -3.23 1.84
O 0.89 2.91 -1.48
O -0.13 0.71 0.23
O 1.43 0.29 -3.02
O -2.24 -1.11 2.02
O -0.93 -2.24 -2.19
O -4.68 0.42 0.49
O 3.39 -1.95 -2.41
O -2.43 3.39 1.84
O -1.59 2.99 -2.75
O 3.19 -1.50 2.81
O 0.56 -4.37 -1.14
O 1.13 2.79 1.71
H -4.04 -0.25 0.75
H -1.46 -0.74 -2.01
H -4.64 1.09 1.23
H 1.39 0.77 3.37
H -2.25 0.49 -1.17
H 1.11 -2.77 2.29
H 3.23 -1.82 -3.27
H 3.80 -1.47 -1.80
H -1.79 3.26 1.08
H 2.02 2.40 1.49
H -1.48 -1.51 1.36
H 0.97 1.11 -2.54
H -1.43 2.04 -2.58
H 0.44 1.54 0.35
H 0.40 2.48 1.26
H 3.11 -1.59 3.76
H -0.16 0.46 -0.76
H -0.80 -3.06 -1.71
H -3.28 3.55 1.73
H 2.40 -1.65 2.47
H 1.84 0.74 -3.81
H 1.18 3.32 -0.74
H 0.20 2.15 -1.51
H -1.66 -2.39 -2.80
H 2.24 1.15 4.35
H 1.07 -3.73 -1.83
H 0.64 -4.26 -0.19
H -1.77 -0.21 1.99
H 0.31 -4.11 2.12
H -0.80 3.32 -3.29
*
```


Record 7
The following is a quantum chemistry calculation of a molecular structure, H30O19S at a distorted geometry, from the Open Molecules 2025 dataset.

Properties
HOMO level	-3.27	eV
gap between HOMO and LUMO	0.298	Ha
LUMO energy	4.8	eV

Structure (ORCA input):
```
! wB97M-V def2-TZVPD RIJCOSX def2/J DEFGRID3
* xyz -2 1
S -0.06 0.00 -0.28
O -0.82 -1.12 -0.72
O -0.05 0.23 4.76
O -0.94 3.34 0.99
O -3.32 -0.42 -2.29
O 2.13 -0.87 3.67
O 3.45 -0.96 -0.68
O -0.94 -2.02 -3.09
O -0.90 1.05 2.45
O 0.47 -0.20 1.08
O 1.12 0.06 -1.17
O 1.33 -0.63 -3.72
O 2.03 2.27 -1.95
O -3.17 -2.15 -0.01
O -0.10 -3.64 -0.23
O 2.78 -0.12 1.24
O 0.29 -2.16 2.10
O -3.47 1.81 -0.34
O -0.82 1.27 -0.32
O -0.77 3.50 -1.48
H -2.69 -0.98 -2.68
H -3.34 -2.76 -0.77
H 2.62 -0.62 2.86
H -0.42 -1.24 -3.47
H -0.40 0.39 3.80
H -0.28 -2.76 -0.17
H -0.27 0.61 1.78
H 0.44 -1.27 1.51
H -0.94 2.61 -1.30
H 4.04 -0.64 -1.36
H 2.50 -0.48 -0.86
H 0.84 -0.10 4.58
H 3.10 -0.18 0.35
H 0.05 3.37 1.16
H -3.23 -0.54 -1.21
H 1.73 1.32 -1.75
H 1.28 2.89 -1.68
H -2.57 1.71 -0.39
H 1.85 -0.10 0.96
H -3.46 1.80 0.62
H 1.06 -2.07 2.70
H -2.25 -1.55 -0.15
H 1.06 -0.51 -2.81
H -0.87 2.64 0.26
H -1.02 2.03 2.17
H -0.66 -1.75 -2.18
H 1.55 0.13 -4.09
H 0.89 -3.63 -0.17
H -1.53 3.59 -2.09
H 2.72 -1.13 4.38
*
```


Record 8
The following is a quantum chemistry calculation of 15 unconnected molecules or ions with the total composition H31O15 at a distorted geometry, from the Open Molecules 2025 dataset.

Properties
HOMO level	-12.93	eV
gap between HOMO and LUMO	0.371	Ha
LUMO energy	-2.8	eV

Structure (ORCA input):
```
! wB97M-V def2-TZVPD RIJCOSX def2/J DEFGRID3
* xyz 1 1
O -0.62 3.35 0.41
O -3.36 -1.28 -0.45
O 0.60 -4.02 -1.18
O -1.37 -1.18 -2.13
O 0.97 2.69 -3.16
O 0.27 -1.05 3.25
O 0.17 -0.49 -4.18
O 2.58 -2.04 2.27
O -2.35 -0.99 2.72
O 0.49 1.56 3.30
O 2.28 -0.37 0.05
O 3.03 2.83 1.49
O 1.03 1.71 -0.68
O -1.36 2.78 -2.70
O -1.69 -3.33 1.36
H -1.30 -3.60 0.48
H 1.42 0.98 0.12
H -0.74 -0.59 -2.31
H -3.09 -0.29 2.46
H -0.47 -0.58 2.90
H 1.53 1.79 -1.42
H 0.38 3.10 -3.72
H -1.88 -1.20 -2.92
H 0.74 0.76 3.47
H -2.54 -0.84 -0.28
H -3.29 -1.83 -1.30
H -0.19 -1.44 4.04
H 1.67 2.25 -3.64
H 0.54 -4.66 -1.78
H 1.34 -0.73 0.44
H 1.04 -0.90 -4.09
H -1.63 2.05 -3.43
H 1.02 -4.21 -0.39
H 2.53 2.05 1.83
H 3.80 2.40 1.38
H 0.15 2.08 3.98
H 0.23 0.06 -4.91
H 1.65 -1.90 2.54
H -2.17 3.31 -2.56
H 2.80 -0.88 0.68
H 0.53 2.63 -0.57
H -2.46 -2.78 1.14
H -2.96 -1.68 3.43
H 2.78 -2.48 3.08
H -0.86 3.88 1.15
H -1.25 3.10 -0.15
*
```